(1)
Molecular formula: C29H38CaN4O2Se
Method: DFT, ωB97M-V with the def2-TZVPD basis set

```
75
Properties=species:S:1:pos:R:3:forces:R:3:mulliken_charge:R:1
Ca -0.046 0.842 -0.512 1.709 -1.698 -1.314 1.59
C -2.923 -2.007 1.998 0.100 -0.111 0.056 -1.47
C -2.109 -3.301 1.902 -0.174 -0.069 -0.068 0.90
C -2.611 -4.095 0.698 0.139 0.016 0.223 -1.78
C -0.620 -3.007 1.845 -0.034 -0.186 0.122 0.75
C -0.054 -2.073 2.710 -0.023 -0.021 0.051 -0.62
C 1.303 -1.795 2.687 0.030 -0.031 -0.068 -0.58
C 2.143 -2.445 1.794 0.024 -0.090 0.058 0.91
C 3.613 -2.170 1.726 -0.016 -0.059 -0.019 -1.73
C 1.591 -3.409 0.962 -0.058 0.030 0.005 -0.89
C 0.235 -3.683 0.980 0.096 -0.055 0.096 -0.22
H -3.978 -2.220 1.833 -0.087 0.038 -0.012 0.48
H -2.590 -1.295 1.241 -0.095 0.027 -0.012 0.32
H -2.828 -1.542 2.975 0.028 0.168 0.093 0.35
H -2.287 -3.907 2.806 -0.021 0.139 -0.082 0.26
H -2.463 -3.512 -0.208 -0.006 -0.049 -0.212 0.34
H -3.675 -4.297 0.807 -0.094 0.016 -0.009 0.50
H -2.102 -5.053 0.606 0.012 -0.070 -0.105 0.37
H -0.677 -1.557 3.429 -0.058 0.068 -0.040 0.23
H 1.714 -1.067 3.373 0.019 0.117 0.006 0.34
H 4.173 -3.010 2.139 0.118 0.011 0.047 0.48
H 3.878 -1.269 2.273 0.089 0.069 0.098 0.27
H 3.919 -2.047 0.689 0.101 0.067 -0.099 0.31
H 2.237 -3.948 0.282 0.021 0.008 -0.134 0.32
H -0.136 -4.441 0.308 -0.108 0.061 -0.076 0.09
N 5.962 0.644 0.807 -0.338 0.714 0.429 -0.25
C 5.632 1.575 1.777 2.553 -0.686 -0.336 0.35
O 6.531 2.085 2.460 -1.072 -0.270 -0.414 -0.72
C 4.222 1.838 1.987 -2.248 0.923 0.834 0.30
C 3.837 2.763 2.991 0.762 -0.775 -0.872 -0.49
C 2.504 3.006 3.210 -0.563 -0.055 0.053 -0.73
C 1.553 2.328 2.446 0.463 -0.062 -0.069 -0.73
N 1.897 1.463 1.485 -0.970 0.390 0.263 0.61
C 3.169 1.237 1.264 1.518 0.008 0.141 -0.32
H 6.940 0.622 0.569 -0.002 0.015 0.057 0.27
H 5.340 0.505 0.027 -0.099 -0.160 -0.207 0.11
H 4.613 3.259 3.557 0.036 0.001 0.020 0.45
H 2.192 3.712 3.971 -0.047 -0.054 -0.067 0.42
H 0.492 2.479 2.580 -0.196 0.002 -0.079 0.59
H 3.365 0.536 0.465 0.024 -0.096 -0.127 0.14
Se 4.478 -0.148 -3.189 1.436 -0.036 -0.803 -0.37
C 3.034 -0.081 -2.196 -0.660 -0.044 0.641 -0.13
N 2.116 -0.049 -1.492 -0.406 0.157 0.621 -0.59
C -2.428 3.256 -1.001 0.246 -0.007 0.360 -1.44
C -1.466 3.250 0.210 -0.996 1.481 0.063 1.78
C -2.111 4.102 1.340 0.220 -0.193 -0.358 -2.02
C -0.175 3.981 -0.242 -0.268 -0.325 0.220 -1.42
O -1.215 1.994 0.649 -0.794 0.728 1.748 -1.08
H -2.622 4.267 -1.366 -0.035 0.120 -0.023 0.38
H -3.371 2.784 -0.725 -0.117 -0.062 0.060 0.36
H -1.970 2.648 -1.778 -0.077 -0.140 -0.303 0.26
H -2.271 5.131 1.015 -0.065 0.176 0.014 0.37
H -1.460 4.102 2.213 0.121 0.018 0.195 0.37
H -3.067 3.663 1.620 -0.107 -0.073 0.039 0.42
H -0.409 4.949 -0.691 0.140 -0.053 -0.104 0.46
H 0.330 3.346 -0.972 0.159 0.262 -0.301 0.37
H 0.493 4.130 0.605 0.128 0.050 0.120 0.25
C -2.740 1.746 -4.374 -0.012 -0.215 0.023 -1.62
C -2.784 0.295 -3.975 -0.492 0.058 -0.527 1.06
C -3.686 -0.556 -4.564 0.093 0.314 -0.062 -0.59
C -3.693 -1.923 -4.302 -0.477 -0.506 -0.238 -0.78
C -2.717 -2.428 -3.449 -0.029 -0.237 0.186 -0.69
C -1.810 -1.616 -2.814 0.118 -0.475 -0.034 0.38
C -0.698 -2.197 -1.993 -0.183 0.357 -0.197 -0.44
C -1.834 -0.174 -2.985 0.020 0.441 -0.449 0.19
N -1.043 0.638 -2.375 0.558 0.041 0.620 -1.02
H -3.066 1.869 -5.410 -0.122 0.036 -0.078 0.47
H -1.719 2.119 -4.274 0.035 0.019 0.089 0.30
H -3.379 2.367 -3.740 0.023 0.151 0.081 0.15
H -4.402 -0.145 -5.273 -0.065 0.004 -0.102 0.29
H -4.407 -2.577 -4.787 -0.050 -0.088 -0.034 0.31
H -2.660 -3.504 -3.281 -0.011 -0.048 -0.006 0.22
H -0.771 -3.285 -1.928 -0.062 -0.063 0.114 0.40
H -0.698 -1.762 -0.979 0.086 -0.231 0.046 -0.51
H 0.265 -1.940 -2.441 0.116 0.093 0.149 0.40
```
Positions in Å, forces in eV/Å.

Summary:
* energy above the lowest of the compared OMol25 structures with the same formula, charge and spin: 124.8 kJ/mol
* HOMO energy: 0.949 eV
* E_tot: -4576.48916 Eh
* charge: -2
* multiplicity: 1

(2)
Molecular formula: C29H38N7O3PRe
Method: DFT, ωB97M-V with the def2-TZVPD basis set

```
79
Properties=species:S:1:pos:R:3:forces:R:3:lowdin_spin:R:1
Re -0.669 0.059 -0.444 0.919 0.513 -0.242 1.02
C -1.382 -0.350 -3.614 0.086 0.016 0.094 0.00
O -0.405 -0.363 -2.523 -0.141 -0.044 0.001 0.03
C 0.931 -0.626 -2.829 0.121 -0.009 -0.022 -0.03
C 1.397 -0.895 -4.095 0.034 -0.013 -0.070 0.00
C 2.759 -1.143 -4.254 0.062 0.000 0.047 -0.04
C 3.632 -1.121 -3.167 -0.100 -0.005 -0.151 0.00
C 3.156 -0.839 -1.902 -0.141 0.029 0.084 -0.03
C 1.792 -0.590 -1.728 0.159 -0.040 -0.069 -0.01
N 1.188 -0.266 -0.483 -0.250 0.011 0.146 -0.11
N 2.112 -0.009 0.491 -0.135 -0.013 -0.024 0.04
C 1.811 0.335 1.703 -0.069 0.059 0.007 -0.04
C 0.419 0.446 2.283 0.078 0.167 -0.067 -0.02
O -0.624 0.335 1.541 -0.033 -0.226 0.244 0.00
C 0.255 0.651 3.648 0.090 0.040 0.056 0.02
C 1.354 0.827 4.462 -0.001 -0.002 -0.051 0.02
C 2.690 0.826 3.977 -0.145 0.004 0.020 0.00
C 3.744 1.068 4.853 0.196 0.020 0.052 0.00
C 5.055 1.117 4.377 -0.106 0.010 0.091 -0.03
C 5.297 0.927 3.030 -0.046 -0.014 -0.095 0.02
C 4.244 0.676 2.140 0.053 0.002 0.004 -0.03
C 2.939 0.613 2.600 -0.007 -0.063 0.006 0.01
H -1.120 0.440 -4.312 -0.005 -0.002 -0.025 0.00
H -2.339 -0.141 -3.148 -0.013 0.007 -0.011 0.00
H -1.386 -1.322 -4.101 0.003 0.000 -0.025 0.00
H 0.744 -0.909 -4.956 0.010 -0.004 0.005 0.00
H 3.138 -1.355 -5.245 0.005 -0.003 0.014 0.00
H 4.684 -1.322 -3.315 -0.005 0.001 -0.001 0.00
H 3.816 -0.816 -1.048 0.018 -0.009 -0.011 0.00
H -0.751 0.717 4.040 0.009 -0.015 0.004 0.00
H 1.195 1.005 5.521 0.013 -0.003 -0.005 0.00
H 3.541 1.224 5.906 0.009 0.005 -0.007 0.00
H 5.873 1.311 5.059 -0.008 -0.007 -0.003 0.00
H 6.310 0.978 2.653 -0.008 -0.005 -0.008 0.00
H 4.454 0.547 1.087 0.023 -0.008 0.017 0.00
C -3.640 -4.315 0.811 0.057 0.017 0.017 0.00
N -2.518 -3.959 1.824 0.006 0.032 -0.050 0.00
C -1.339 -4.933 1.594 0.010 0.042 -0.011 0.00
N -0.917 -4.880 0.236 -0.045 -0.010 -0.020 0.00
C -2.017 -5.224 -0.672 0.031 0.030 0.043 0.00
N -3.124 -4.281 -0.511 -0.025 -0.034 -0.012 0.00
C -2.822 -2.949 -1.008 0.088 0.057 0.051 0.00
P -1.407 -2.233 -0.030 -0.442 -0.283 0.031 0.03
C -2.079 -2.531 1.673 -0.039 -0.070 0.012 0.00
C -0.220 -3.663 -0.137 0.003 0.049 -0.046 0.01
H -4.449 -3.601 0.963 -0.002 0.010 -0.008 0.00
H -3.977 -5.316 1.075 0.002 -0.013 -0.004 0.00
H -2.880 -4.099 2.772 0.002 0.009 0.009 0.00
H -1.709 -5.925 1.850 -0.010 -0.013 -0.012 0.00
H -0.545 -4.647 2.282 0.008 -0.008 0.013 0.00
H -2.367 -6.230 -0.442 -0.001 -0.011 0.001 0.00
H -1.663 -5.211 -1.700 -0.001 -0.001 -0.010 0.00
H -3.697 -2.301 -0.927 -0.021 -0.012 0.001 0.00
H -2.543 -3.004 -2.061 -0.005 -0.002 -0.009 0.00
H -2.936 -1.879 1.850 -0.011 -0.012 0.022 0.00
H -1.326 -2.312 2.431 0.022 -0.014 -0.005 0.00
H 0.643 -3.487 0.508 -0.014 -0.008 0.029 0.00
H 0.142 -3.745 -1.163 0.029 -0.005 0.004 0.00
C 1.261 3.067 -1.541 -0.017 -0.005 -0.007 0.00
N 0.061 3.826 -1.195 0.043 0.016 -0.014 0.01
C 0.156 5.305 -1.260 -0.035 -0.027 0.008 0.00
C -0.943 5.939 -0.437 0.012 -0.017 0.002 0.00
C -2.275 5.331 -0.817 0.028 0.008 -0.004 0.00
N -2.211 3.857 -0.690 -0.193 0.035 -0.018 0.01
C -3.499 3.199 -0.452 0.081 0.040 0.003 0.00
C -1.079 3.218 -0.903 0.011 -0.144 0.042 0.01
O -1.079 1.890 -0.847 -0.256 0.022 -0.092 0.08
H 1.952 3.744 -2.035 -0.001 0.001 -0.005 0.00
H 1.031 2.262 -2.238 -0.010 -0.008 -0.009 0.00
H 1.755 2.665 -0.654 -0.008 0.002 0.020 0.00
H 0.099 5.611 -2.307 -0.003 -0.028 -0.016 0.00
H 1.139 5.581 -0.883 0.002 -0.007 0.024 0.00
H -0.963 7.011 -0.625 0.003 0.009 0.013 0.00
H -0.755 5.795 0.628 0.000 0.004 -0.003 0.00
H -2.559 5.585 -1.840 0.000 -0.029 -0.016 0.00
H -3.070 5.672 -0.157 0.003 -0.002 0.019 0.00
H -3.926 3.580 0.474 0.003 -0.005 0.012 0.00
H -3.383 2.125 -0.376 0.019 -0.021 0.002 0.00
H -4.179 3.429 -1.272 0.007 0.010 -0.012 0.00
```
Positions in Å, forces in eV/Å.

Summary:
* energy above the lowest of the compared OMol25 structures with the same formula, charge and spin: 21.8 kJ/mol
* HOMO energy (alpha / beta): -18.895 / -18.988 eV
* E_tot: -2155.07841 Eh
* charge: +4
* multiplicity: 2

(3)
Molecular formula: C29H38NO5Tl
Method: DFT, ωB97M-V with the def2-TZVPD basis set

```
74
Properties=species:S:1:pos:R:3:forces:R:3:mulliken_charge:R:1
C 2.961 2.968 -0.285 0.199 -0.439 -0.074 2.86
C 2.755 2.002 0.956 2.047 1.057 0.447 -1.71
C 2.496 2.182 -1.541 -0.057 -0.269 0.039 -2.46
C 2.708 0.715 -1.165 -1.261 0.038 1.530 -0.66
H 3.117 2.447 -2.404 -0.412 0.157 0.150 0.41
H 1.420 2.389 -1.732 0.724 -0.124 0.101 0.48
C 2.340 0.686 0.391 -1.893 -0.644 -0.442 -0.02
H 2.054 2.469 1.672 0.233 -0.409 -0.339 0.46
H 3.752 1.848 1.465 -0.878 0.522 -0.317 0.35
C 0.725 0.579 0.458 3.173 -0.191 -1.551 -0.57
H 2.791 -0.233 0.892 -0.695 1.264 -0.493 0.74
H 3.745 0.447 -1.204 0.732 -0.080 -0.482 0.75
C 1.820 -0.307 -1.885 -0.949 1.434 4.256 1.92
C 2.272 4.267 -0.261 -3.755 1.596 3.614 -0.43
C 4.395 3.385 -0.459 2.984 -1.390 -1.273 0.47
O 5.111 2.922 -1.352 -1.301 1.246 1.825 -0.64
O 1.412 4.604 0.611 2.867 -0.801 -3.230 -0.62
O 2.694 5.081 -1.239 -0.419 -0.306 0.441 -0.25
O 4.980 4.276 0.403 -0.573 -0.661 0.064 -0.37
C 4.456 4.615 1.716 -0.200 0.781 -0.832 -0.53
H 3.822 3.869 2.175 -0.082 -0.190 -0.198 0.28
H 3.916 5.578 1.658 0.113 -0.494 -0.038 0.18
H 5.338 4.765 2.310 0.345 -0.006 0.349 0.33
C 2.053 6.352 -1.231 -0.634 0.039 -0.640 -0.78
H 0.983 6.219 -1.493 0.621 0.207 0.048 0.31
H 2.592 6.937 -1.980 -0.245 0.015 0.203 0.25
H 2.097 6.789 -0.242 0.119 0.188 0.147 0.33
O 0.616 -0.452 -0.556 -0.078 -0.234 -0.827 -0.33
H 0.227 1.543 0.144 0.414 -0.799 0.202 -0.04
H 0.462 0.416 1.560 -0.163 -0.841 -1.795 0.22
C 2.385 -1.667 -1.979 0.622 -0.917 -0.439 -1.62
C 0.998 0.179 -2.991 -0.677 0.431 -2.467 -1.41
H 1.442 0.978 -3.650 0.024 -0.699 0.830 0.26
H 0.069 0.583 -2.606 -0.220 0.028 0.060 0.27
H 0.742 -0.640 -3.688 -0.066 0.226 0.409 0.42
H 1.547 -2.362 -1.983 0.099 -0.216 0.092 0.29
H 3.046 -1.859 -1.127 -0.257 -0.147 -0.092 0.42
H 2.986 -1.860 -2.916 -0.645 0.531 0.741 0.32
Tl -2.062 -1.716 1.034 0.165 0.430 0.196 0.49
C -0.927 -3.929 3.075 0.577 0.781 0.124 -0.52
C 0.309 -3.327 2.651 -1.004 0.391 0.516 -0.67
C 0.400 -2.037 3.268 -0.233 -0.860 0.438 -0.20
H 1.022 -3.753 1.948 -0.137 0.055 0.119 0.37
C -0.731 -1.875 4.117 -0.227 -0.503 -0.479 -0.73
C -1.584 -3.021 3.965 1.146 0.146 -0.198 -0.55
H -2.526 -3.202 4.484 0.261 0.102 -0.190 0.34
H -1.276 -4.925 2.800 0.039 0.309 -0.033 0.42
H 1.260 -1.361 3.197 -0.375 -0.162 -0.042 0.50
H -0.947 -1.007 4.742 0.040 -0.208 -0.241 0.32
C -4.202 0.225 -0.387 0.064 0.070 0.194 -0.59
C -4.742 -0.087 0.900 0.656 0.719 -0.335 -0.64
C -4.087 0.741 1.860 0.197 0.241 -0.769 -0.68
H -5.537 -0.794 1.101 0.057 -0.022 -0.013 0.53
C -3.142 1.554 1.165 -0.553 -0.524 -0.332 -0.41
C -3.204 1.230 -0.229 -0.793 -0.467 1.157 -0.51
H -2.632 1.699 -1.014 0.108 0.002 -0.132 0.45
H -4.514 -0.225 -1.340 0.210 0.138 0.520 0.32
H -4.289 0.763 2.932 0.123 -0.052 -0.273 0.36
H -2.503 2.312 1.608 0.004 -0.127 0.013 0.40
C -1.431 -2.843 -2.720 0.857 -0.037 0.635 -0.49
C -2.462 -3.619 -1.992 -1.382 -0.907 1.378 0.04
C -3.269 -4.656 -2.488 1.546 0.834 -1.684 -0.91
C -4.097 -5.076 -1.479 -1.216 0.041 2.782 -0.88
C -3.773 -4.246 -0.326 -1.317 -2.587 -2.327 0.85
C -4.399 -4.311 1.019 -0.114 0.083 0.044 -1.12
N -2.811 -3.424 -0.661 1.721 1.425 -1.060 0.10
H -0.730 -3.542 -3.197 0.155 0.164 -0.005 0.32
H -0.851 -2.165 -2.052 -0.461 -0.414 -0.352 -0.29
H -1.870 -2.260 -3.510 -0.188 0.560 -0.465 0.27
H -3.177 -5.010 -3.525 -0.253 -0.049 0.455 0.35
H -4.868 -5.863 -1.475 0.445 0.396 -0.147 0.32
H -4.885 -3.362 1.251 -0.184 0.034 0.163 0.10
H -5.142 -5.119 1.049 0.124 0.190 0.051 0.32
H -3.649 -4.482 1.787 0.086 -0.096 0.271 0.15
```
Positions in Å, forces in eV/Å.

Summary:
* energy above the lowest of the compared OMol25 structures with the same formula, charge and spin: 0.0 kJ/mol
* HOMO energy: -0.680 eV
* E_tot: -1731.14425 Eh
* charge: -2
* multiplicity: 1

(4)
Molecular formula: C29H38NOsS
Method: DFT, ωB97M-V with the def2-TZVPD basis set

```
70
Properties=species:S:1:pos:R:3:forces:R:3:nbo_charge:R:1
Os -0.942 -0.172 -0.409 1.723 0.934 0.366 0.29
C 0.811 -1.561 0.229 -0.272 -1.515 -0.297 -0.35
C 0.616 -0.882 1.450 0.138 0.113 0.245 -0.20
C 1.189 0.429 1.245 -1.160 0.261 0.185 0.04
C 1.699 0.454 -0.070 -0.372 0.676 -0.354 -0.32
C 1.486 -0.762 -0.718 -1.036 -0.317 -0.337 -0.10
C 1.977 -1.221 -2.070 0.350 -0.193 -0.023 -0.06
C 2.152 -0.060 -3.046 -0.073 -0.052 -0.025 -0.60
C 1.023 -2.246 -2.688 -0.020 -0.015 0.048 -0.61
C 3.351 -1.891 -1.852 -0.081 0.032 -0.058 -0.59
C 1.108 1.705 2.087 0.147 0.096 0.113 -0.11
C -0.332 1.999 2.563 -0.052 -0.074 0.044 -0.61
C 2.062 1.651 3.293 -0.050 0.022 -0.011 -0.59
C 1.550 2.920 1.256 -0.032 -0.046 -0.047 -0.60
C 0.395 -1.734 2.703 -0.276 0.084 0.136 -0.05
C -0.450 -1.082 3.803 0.007 0.133 -0.056 -0.60
C 1.774 -2.067 3.295 0.041 0.002 0.032 -0.60
C -0.273 -3.076 2.337 0.074 0.058 0.014 -0.61
H 0.602 -2.615 0.127 0.163 0.035 -0.230 0.22
H 2.127 1.322 -0.544 0.096 -0.017 0.092 0.22
H 1.194 0.401 -3.285 0.079 -0.089 0.011 0.23
H 2.597 -0.424 -3.976 0.032 -0.020 -0.017 0.19
H 2.814 0.708 -2.641 0.004 0.051 0.005 0.19
H 0.008 -1.849 -2.719 0.006 0.047 -0.036 0.25
H 1.001 -3.168 -2.104 -0.001 -0.021 0.027 0.20
H 1.352 -2.498 -3.700 0.020 -0.009 -0.010 0.19
H 4.067 -1.174 -1.445 0.017 0.016 0.010 0.20
H 3.745 -2.277 -2.796 0.009 0.004 -0.015 0.19
H 3.265 -2.721 -1.149 -0.007 -0.017 0.020 0.20
H -0.540 1.562 3.538 -0.016 -0.011 -0.025 0.19
H -1.053 1.601 1.842 0.062 0.109 0.017 0.25
H -0.484 3.077 2.655 0.018 0.005 0.024 0.19
H 1.852 0.812 3.952 -0.045 -0.044 0.044 0.20
H 1.970 2.567 3.882 0.007 0.024 0.007 0.20
H 3.098 1.565 2.958 0.031 -0.031 -0.009 0.20
H 0.893 3.069 0.398 -0.024 -0.007 -0.029 0.23
H 2.577 2.819 0.902 0.025 0.004 -0.013 0.20
H 1.500 3.817 1.878 0.005 0.004 0.028 0.20
H 0.039 -0.199 4.206 0.042 0.001 0.050 0.20
H -0.590 -1.783 4.629 0.001 -0.043 0.010 0.19
H -1.435 -0.769 3.448 0.094 -0.038 -0.012 0.21
H 2.300 -1.166 3.611 -0.005 -0.037 0.003 0.20
H 2.389 -2.569 2.547 0.017 -0.004 -0.030 0.21
H 1.670 -2.731 4.158 0.006 -0.014 0.037 0.19
H -1.115 -2.945 1.659 -0.058 0.039 0.002 0.23
H -0.626 -3.574 3.242 0.003 0.012 0.038 0.20
H 0.438 -3.746 1.854 0.006 -0.033 -0.017 0.20
S -3.411 0.406 -2.377 0.177 -0.433 0.765 0.22
C -3.831 -0.573 -0.992 1.285 0.780 -0.407 0.01
C -5.053 -1.204 -0.905 -0.836 -0.430 0.184 -0.24
C -5.408 -1.945 0.212 0.423 0.381 -0.338 -0.25
C -4.472 -1.971 1.253 -0.211 -0.081 0.150 -0.27
C -3.272 -1.335 1.112 0.486 0.232 -0.043 -0.01
N -2.851 -0.691 -0.023 0.047 -0.248 -0.603 -0.41
H -5.728 -1.105 -1.746 -0.023 -0.010 0.024 0.21
H -6.361 -2.448 0.283 -0.050 -0.014 -0.009 0.20
H -4.680 -2.478 2.187 0.006 0.016 -0.004 0.21
H -2.551 -1.313 1.916 -0.026 -0.118 -0.069 0.20
C -1.673 0.741 -1.922 -0.778 -0.316 0.436 -0.41
C -1.144 1.846 -2.757 0.159 0.016 0.097 -0.10
C -1.840 2.466 -3.808 0.012 -0.230 0.079 -0.23
C -1.300 3.527 -4.511 0.117 0.174 -0.091 -0.22
C -0.046 4.028 -4.193 0.004 0.095 -0.094 -0.25
C 0.660 3.441 -3.150 -0.012 0.011 -0.067 -0.24
C 0.123 2.377 -2.455 -0.204 0.041 0.134 -0.15
H -2.827 2.126 -4.090 -0.037 -0.078 0.026 0.21
H -1.873 3.973 -5.317 0.009 0.011 -0.003 0.20
H 0.371 4.864 -4.742 -0.006 -0.005 -0.002 0.20
H 1.641 3.814 -2.877 0.016 0.025 0.006 0.20
H 0.673 1.938 -1.634 -0.196 0.065 -0.130 0.22
```
Positions in Å, forces in eV/Å.

Summary:
* energy above the lowest of the compared OMol25 structures with the same formula, charge and spin: 152.4 kJ/mol
* HOMO energy: -2.653 eV
* E_tot: -1671.43686 Eh
* charge: -1
* multiplicity: 1